1.
{
  "formula": "CH2ClN2OP",
  "method": "the ωB97M-V functional and the def2-TZVPD basis",
  "homo_ha": -0.372,
  "de_lowest_ev": 1.518,
  "fmax_ev_per_a": 6.0,
  "smiles": "O=CN/N=P\\Cl",
  "species": ["O", "C", "N", "N", "P", "Cl", "H", "H"],
  "coordinates": [[0.1026, 1.6450, 0.8144], [-0.6567, 0.7151, 0.6387], [-0.3239, -0.5049, 0.3011], [0.9209, -1.0443, 0.2775], [1.8253, -0.9592, -0.9860], [0.8143, 0.4374, -2.3421], [-1.7553, 0.6437, 0.1918], [-0.9273, -0.9329, 1.1045]],
  "forces_ev_per_angstrom": [[-1.2721, -0.4676, 0.4039], [-0.5147, 4.9335, -2.7476], [-1.2528, -5.3076, 2.5163], [0.9903, -0.1201, -0.7868], [-0.6133, 1.2066, -0.3332], [0.7607, -1.0729, 0.8621], [0.8747, 1.4704, 2.0085], [1.0273, -0.6422, -1.9233]]
}

2.
{
  "formula": "CH2ClNO3S",
  "method": "the ωB97M-V functional and the def2-TZVPD basis",
  "homo_ha": [-0.343, -0.343],
  "de_lowest_ev": 2.507,
  "fmax_ev_per_a": 3.9,
  "species": ["C", "N", "O", "O", "O", "S", "Cl", "H", "H"],
  "coordinates": [[-1.7018, 0.2422, -0.7962], [1.5888, -0.6732, 0.0748], [-2.4516, -0.6356, -0.6146], [0.7752, 1.5695, 0.7215], [-0.2386, -0.6316, 1.6716], [0.3106, 0.2041, 0.5749], [-1.7535, 1.8269, -1.2311], [2.1399, -0.2563, -0.6568], [1.3310, -1.6458, 0.2561]],
  "forces_ev_per_angstrom": [[2.0013, -1.6470, 2.9667], [-1.0182, 0.0247, 0.6202], [0.4305, 0.7499, -0.8369], [-0.5659, -0.6168, -0.1450], [0.8173, 1.6593, -1.5447], [-2.2216, -1.0097, 0.9575], [-0.5426, 1.2790, -0.9367], [0.1567, -0.6563, -0.2387], [0.9425, 0.2167, -0.8424]]
}

- Which formula does entry 1 have?
  CH2ClN2OP